The following is a quantum chemistry calculation of 2 unconnected molecules or ions with the total composition C28H47BrClIO5PS, from the OMol25 dataset.

## Properties
Strongest force on any atom: 2.29 eV/Å
HOMO energy: -4.9 eV
Orbital gap: 0.252 Ha
Total charge: -1

Geometry (Å):
C -3.18 4.41 3.25
C -2.87 2.96 2.86
C -3.30 2.68 1.38
C -2.07 2.43 0.49
P -1.53 0.62 0.06
C -2.48 -0.30 1.43
C -3.61 -1.26 1.05
C -3.75 -2.29 2.22
C -2.83 0.43 -1.36
C -4.07 1.25 -1.32
O -5.09 1.05 -0.71
Cl -4.09 2.75 -2.42
C -0.65 -1.00 -0.48
C -0.66 -1.42 -1.94
C -1.42 -2.52 -2.30
C -1.48 -3.00 -3.57
C -0.75 -2.42 -4.58
C 0.00 -1.32 -4.26
C 0.04 -0.84 -2.98
O -0.35 0.84 1.38
C 0.91 1.29 1.01
C 0.85 1.81 -0.47
C 2.13 1.22 -1.12
C 3.44 1.42 -0.33
C 4.02 0.03 -0.02
Br 5.37 0.03 1.37
C 0.91 3.37 -0.74
C 1.11 4.31 0.47
C 0.23 5.59 0.29
I 3.17 5.06 0.52
O -0.37 1.43 -1.04
H -4.27 4.56 3.28
H -2.74 4.70 4.21
H -2.80 5.10 2.49
H -1.80 2.78 3.01
H -3.38 2.26 3.53
H -3.81 3.60 1.06
H -4.06 1.90 1.42
H -1.25 2.99 0.95
H -2.21 2.93 -0.47
H -2.80 0.30 2.29
H -1.71 -0.93 1.88
H -4.60 -0.81 0.99
H -3.39 -1.89 0.19
H -3.70 -1.72 3.16
H -2.92 -3.00 2.22
H -4.72 -2.80 2.22
H -3.14 -0.60 -1.56
H -2.29 0.77 -2.25
H 0.40 -1.05 -0.17
H -1.10 -1.86 0.04
H -2.02 -3.02 -1.54
H -2.09 -3.86 -3.83
H -0.73 -2.78 -5.61
H 0.59 -0.82 -5.02
H 0.63 0.04 -2.79
H 1.36 1.97 1.75
H 1.55 0.39 1.12
H 2.25 1.58 -2.15
H 1.97 0.14 -1.24
H 3.38 2.06 0.55
H 4.16 1.89 -1.01
H 3.21 -0.66 0.24
H 4.42 -0.36 -0.96
H 0.00 3.63 -1.28
H 1.71 3.58 -1.45
H 0.83 3.88 1.42
H 0.84 6.48 0.18
H -0.40 5.54 -0.60
H -0.42 5.76 1.15
C 3.78 -5.31 1.47
C 5.02 -5.22 0.56
C 4.52 -4.98 -0.87
S 2.94 -4.12 -0.71
O 1.90 -4.98 -1.22
O 3.09 -2.76 -1.16
C 2.89 -4.14 1.07
H 4.05 -5.27 2.52
H 3.26 -6.26 1.29
H 5.64 -4.38 0.88
H 5.63 -6.12 0.61
H 5.20 -4.36 -1.44
H 4.34 -5.91 -1.40
H 1.86 -4.25 1.40
H 3.30 -3.20 1.43